(1)
DFT (the ωB97M-V functional and the def2-TZVPD basis) results for a structure of composition C11H25HgN5O7.

**Max |F|**: 3.7 eV/A
**Energy above the lowest of the compared OMol25 structures with the same formula, charge and spin**: 0.0 kcal/mol
**Net charge**: 0
**DFT total energy**: -37759.94866 eV

Cartesian coordinates (Å):
1 O 1.376 3.282 -0.515
2 H 2.027 3.663 -1.143
3 Hg 0.078 0.809 -0.763
4 N 0.593 1.670 1.318
5 N 1.972 -0.258 0.202
6 N -2.103 0.610 -0.947
7 N -0.428 -1.340 -1.386
8 O -0.177 2.375 1.948
9 O -2.912 1.613 -0.609
10 O 0.407 -2.389 -1.344
11 O 2.474 -1.388 -0.146
12 C 2.667 0.528 1.052
13 C 1.938 1.594 1.641
14 C -2.613 -0.491 -1.472
15 C -1.688 -1.586 -1.712
16 C 2.490 2.786 2.309
17 H 2.391 3.629 1.609
18 H 3.541 2.664 2.579
19 H 1.902 3.019 3.204
20 C 4.108 0.288 1.268
21 H 4.653 0.248 0.319
22 H 4.261 -0.672 1.767
23 H 4.543 1.070 1.890
24 C -4.075 -0.672 -1.763
25 C -2.160 -2.912 -2.223
26 H -4.586 0.291 -1.879
27 H -4.579 -1.217 -0.949
28 H -4.237 -1.259 -2.681
29 H -1.386 -3.672 -2.063
30 H -2.379 -2.864 -3.302
31 H -3.087 -3.213 -1.711
32 H -2.246 2.444 -0.689
33 H 1.280 -2.009 -0.919
34 C 1.102 1.067 -2.614
35 H 1.547 2.066 -2.628
36 H 0.379 0.925 -3.418
37 H 1.902 0.324 -2.675
38 O -0.975 3.134 -0.993
39 H 0.302 3.354 -0.785
40 H -1.257 3.916 -1.521
41 C -0.162 -3.080 1.846
42 C -0.865 -1.805 2.236
43 N -1.608 -1.859 3.366
44 O -0.769 -0.761 1.585
45 H -0.245 -3.855 2.608
46 H 0.898 -2.885 1.650
47 H -0.582 -3.468 0.911
48 H -2.065 -1.002 3.660
49 H -1.650 -2.718 3.885

(2)
DFT (the ωB97M-V functional and the def2-TZVPD basis) results for the molecule C5H10O.

**Max |F|**: 1.1 eV/A
**Energy above the lowest of the compared OMol25 structures with the same formula, charge and spin**: 17.6 kcal/mol
**Net charge**: 0
**DFT total energy**: -7394.00339 eV

Cartesian coordinates (Å):
1 C -0.740 -0.212 1.730
2 C -0.276 -0.388 0.291
3 C -0.492 0.847 -0.557
4 C 0.337 0.538 -1.786
5 O 1.530 -0.169 -1.228
6 C 1.205 -0.729 0.058
7 H -1.832 -0.136 1.848
8 H -0.409 -1.065 2.322
9 H -0.311 0.702 2.159
10 H -0.864 -1.177 -0.204
11 H -1.575 0.839 -0.651
12 H -0.160 1.783 -0.083
13 H 0.580 1.447 -2.376
14 H -0.171 -0.154 -2.471
15 H 1.343 -1.827 0.088
16 H 1.835 -0.302 0.860

(3)
DFT (the ωB97M-V functional and the def2-TZVPD basis) results for a structure of composition C26H29I2N4O3S2Se2Ti.

**Max |F|**: 1.1 eV/A
**Energy above the lowest of the compared OMol25 structures with the same formula, charge and spin**: 16.1 kcal/mol
**2S+1**: 3
**Net charge**: -1
**DFT total energy**: -231219.58293 eV
**Expectation value of S²**: 2.026

Cartesian coordinates (Å):
1 Ti 0.138 0.266 -0.498
2 I -6.946 -1.291 -2.794
3 C -4.923 -0.821 -2.569
4 C -4.493 0.483 -2.747
5 C -3.145 0.783 -2.588
6 I -2.527 2.743 -2.878
7 C -2.196 -0.194 -2.247
8 O -0.910 0.058 -2.099
9 C -2.675 -1.502 -2.080
10 C -1.678 -2.537 -1.662
11 N -1.018 -2.160 -0.403
12 C -1.915 -2.073 0.759
13 C -2.216 -0.661 1.231
14 C -3.133 -0.481 2.227
15 C -3.464 0.803 2.704
16 C -2.855 1.885 2.036
17 C -1.961 1.664 1.034
18 N -1.522 0.392 0.639
19 C -4.016 -1.813 -2.233
20 H -5.191 1.268 -3.004
21 H -2.180 -3.508 -1.579
22 H -0.894 -2.621 -2.418
23 H -0.316 -2.859 -0.205
24 H -2.866 -2.565 0.537
25 H -1.459 -2.635 1.578
26 H -3.620 -1.363 2.636
27 H -4.181 0.948 3.501
28 H -3.098 2.910 2.294
29 H -1.505 2.489 0.509
30 H -4.347 -2.833 -2.078
31 O 4.534 3.807 -2.808
32 C 3.602 2.777 -3.161
33 C 3.419 1.806 -2.000
34 C 2.596 0.657 -2.591
35 O 1.955 -0.125 -1.574
36 C 2.661 2.500 -0.857
37 Se 0.723 2.669 -1.177
38 C 4.783 1.292 -1.505
39 Se 4.733 -0.243 -0.241
40 H 4.544 4.448 -3.524
41 H 3.962 2.225 -4.039
42 H 2.625 3.210 -3.398
43 H 3.246 -0.001 -3.173
44 H 1.798 1.038 -3.223
45 H 2.724 -0.346 -0.946
46 H 3.063 3.505 -0.730
47 H 2.823 1.951 0.071
48 H 5.317 2.111 -1.026
49 H 5.369 0.983 -2.373
50 C 1.095 3.897 2.053
51 C 0.806 2.535 2.586
52 N 0.991 1.413 1.958
53 C 0.701 0.345 2.777
54 C 0.245 0.643 4.011
55 S 0.202 2.335 4.189
56 C 1.039 -0.990 2.270
57 C 1.262 -2.080 3.026
58 S 1.832 -3.343 2.044
59 C 1.747 -2.354 0.662
60 N 1.291 -1.153 0.906
61 C 2.149 -2.906 -0.661
62 H 0.588 4.026 1.096
63 H 2.165 3.991 1.863
64 H 0.789 4.668 2.761
65 H -0.075 -0.031 4.792
66 H 1.188 -2.176 4.097
67 H 3.133 -2.490 -0.917
68 H 1.455 -2.584 -1.435
69 H 2.201 -3.995 -0.624

(4)
DFT (the ωB97M-V functional and the def2-TZVPD basis) results for the molecule C3H4N2O2.

**Max |F|**: 4.2 eV/A
**Energy above the lowest of the compared OMol25 structures with the same formula, charge and spin**: 53.2 kcal/mol
**Net charge**: 0
**DFT total energy**: -10249.95909 eV

Cartesian coordinates (Å):
1 C 0.365 0.754 -0.080
2 C -1.634 0.134 -0.040
3 C 0.454 -0.610 -0.123
4 H 1.143 2.420 -0.040
5 H -2.687 0.228 -0.129
6 H -1.169 -2.071 0.200
7 H 2.334 -1.062 0.382
8 N -0.920 1.159 -0.006
9 N -0.906 -1.027 -0.046
10 O 1.494 1.562 -0.038
11 O 1.527 -1.488 -0.081

(5)
DFT (the ωB97M-V functional and the def2-TZVPD basis) results for a cluster of 2 separate species, C14H16O2 in total.

**Max |F|**: 6.5 eV/A
**Energy above the lowest of the compared OMol25 structures with the same formula, charge and spin**: 85.8 kcal/mol
**Net charge**: 0
**DFT total energy**: -18868.91331 eV

Cartesian coordinates (Å):
1 C -0.597 -3.001 0.232
2 C -0.987 -3.428 -2.043
3 C -0.459 -2.541 -1.184
4 C -1.051 -3.069 -3.455
5 C -0.025 -1.232 -1.519
6 C -0.581 -1.883 -3.802
7 C -0.066 -0.906 -2.896
8 O -0.835 -1.443 -5.011
9 H -1.203 -4.439 -1.862
10 H -1.341 -3.753 -4.162
11 H -1.040 -2.124 0.822
12 H 0.543 -3.101 0.528
13 H 0.208 -0.488 -0.902
14 H -0.006 0.183 -3.155
15 H -0.391 -0.525 -5.107
16 H -1.347 -3.796 0.420
17 C 0.397 2.122 -0.417
18 C 0.976 3.411 3.169
19 C 0.774 2.150 3.791
20 C 0.963 3.409 1.822
21 C 0.466 2.271 1.115
22 C 0.257 1.020 3.179
23 C 0.073 1.089 1.739
24 O 0.869 2.083 5.248
25 H 1.381 4.212 3.907
26 H 1.053 4.249 1.230
27 H -0.130 0.250 3.663
28 H 0.824 1.109 5.465
29 H -0.253 1.285 -0.786
30 H 1.449 2.298 -0.776
31 H -0.398 0.188 1.285
32 H -0.458 2.853 -0.857

(6)
DFT (the ωB97M-V functional and the def2-TZVPD basis) results for a cluster of 13 separate species, C61H136F15N8O19S5 in total.

**Max |F|**: 3.4 eV/A
**Net charge**: +3
**DFT total energy**: -211200.22886 eV

Cartesian coordinates (Å):
1 C 23.680 11.773 16.325
2 C 22.949 11.971 15.014
3 C 22.165 13.313 15.018
4 C 20.891 13.071 15.888
5 N 20.093 14.255 16.269
6 C 20.816 15.116 17.227
7 C 20.256 14.716 18.586
8 C 19.204 13.550 18.328
9 C 18.837 13.827 16.870
10 C 19.770 15.110 15.096
11 H 22.998 11.601 17.136
12 H 24.313 12.634 16.508
13 H 24.332 10.882 16.351
14 H 22.222 11.243 14.722
15 H 23.581 11.992 14.123
16 H 21.919 13.458 13.935
17 H 22.747 14.150 15.414
18 H 21.352 12.764 16.826
19 H 20.249 12.327 15.409
20 H 20.609 16.174 16.977
21 H 21.914 14.946 17.138
22 H 19.745 15.602 18.979
23 H 21.027 14.510 19.296
24 H 18.297 13.622 18.943
25 H 19.690 12.592 18.514
26 H 18.138 14.666 16.807
27 H 18.432 13.010 16.255
28 H 18.994 15.784 15.423
29 H 19.450 14.490 14.264
30 H 20.767 15.584 14.848
31 C 23.171 18.371 13.994
32 C 21.635 18.442 14.328
33 C 20.749 17.906 13.233
34 C 19.209 17.939 13.519
35 N 18.532 18.501 12.273
36 C 18.959 19.901 12.007
37 C 17.707 20.771 12.047
38 C 16.665 19.941 12.865
39 C 17.008 18.537 12.381
40 C 18.870 17.581 11.152
41 H 23.324 18.827 13.007
42 H 23.428 17.331 13.953
43 H 23.786 18.861 14.754
44 H 21.357 19.502 14.491
45 H 21.541 17.872 15.294
46 H 21.072 16.847 13.081
47 H 20.967 18.423 12.329
48 H 18.951 18.637 14.332
49 H 18.745 16.966 13.743
50 H 19.584 19.819 11.113
51 H 19.617 20.253 12.772
52 H 17.232 20.804 11.048
53 H 18.070 21.765 12.348
54 H 15.662 20.178 12.614
55 H 16.821 20.030 13.946
56 H 16.700 18.387 11.360
57 H 16.689 17.709 13.002
58 H 18.622 16.612 11.563
59 H 19.963 17.617 10.907
60 H 18.295 17.809 10.272
61 C 22.848 21.877 13.450
62 C 24.277 21.801 13.988
63 C 24.544 22.510 15.304
64 C 23.708 21.861 16.521
65 N 23.991 22.565 17.777
66 C 23.254 21.890 18.944
67 C 23.232 23.040 20.004
68 C 23.208 24.322 19.250
69 C 23.455 23.961 17.794
70 C 25.483 22.569 18.113
71 H 22.044 21.419 14.064
72 H 22.715 21.271 12.551
73 H 22.513 22.870 13.197
74 H 24.950 22.091 13.183
75 H 24.488 20.755 14.154
76 H 24.146 23.577 15.187
77 H 25.573 22.487 15.536
78 H 24.019 20.799 16.612
79 H 22.624 21.947 16.312
80 H 23.831 21.049 19.248
81 H 22.231 21.629 18.720
82 H 24.080 22.955 20.669
83 H 22.355 22.814 20.562
84 H 24.040 24.908 19.623
85 H 22.369 24.980 19.345
86 H 24.140 24.623 17.210
87 H 22.519 23.829 17.267
88 H 25.918 21.584 18.053
89 H 25.601 22.919 19.122
90 H 26.019 23.224 17.430
91 C 23.634 16.063 10.169
92 C 22.427 15.115 10.059
93 C 22.820 13.847 9.226
94 C 21.885 12.735 9.659
95 N 22.153 11.491 8.762
96 C 21.492 10.272 9.421
97 C 22.411 9.083 9.119
98 C 23.541 9.606 8.225
99 C 23.597 11.102 8.561
100 C 21.579 11.673 7.358
101 H 23.794 16.651 9.276
102 H 24.580 15.436 10.398
103 H 23.536 16.800 10.954
104 H 21.721 15.688 9.445
105 H 22.053 14.841 11.045
106 H 23.885 13.619 9.302
107 H 22.664 14.152 8.193
108 H 20.812 13.009 9.508
109 H 22.069 12.453 10.705
110 H 20.517 10.254 9.014
111 H 21.357 10.379 10.489
112 H 21.841 8.306 8.620
113 H 22.686 8.594 10.046
114 H 23.376 9.402 7.169
115 H 24.429 8.989 8.402
116 H 24.031 11.724 7.827
117 H 24.026 11.161 9.546
118 H 20.535 11.920 7.438
119 H 21.735 10.728 6.815
120 H 22.113 12.476 6.923
121 C 13.890 21.826 10.711
122 N 13.173 21.975 9.415
123 C 14.147 22.211 8.360
124 C 12.496 20.627 9.093
125 C 12.067 22.997 9.443
126 C 12.371 24.473 9.659
127 O 12.894 24.636 10.982
128 H 14.385 20.850 10.746
129 H 13.108 21.881 11.450
130 H 14.582 22.612 10.918
131 H 13.540 22.427 7.490
132 H 14.940 21.470 8.304
133 H 14.630 23.157 8.590
134 H 11.892 20.654 8.182
135 H 11.894 20.508 9.986
136 H 13.264 19.818 9.019
137 H 11.419 22.559 10.139
138 H 11.488 22.872 8.517
139 H 11.459 25.051 9.480
140 H 13.077 24.848 8.935
141 H 12.740 25.505 11.328
142 C 14.715 20.348 18.794
143 N 14.379 21.439 17.871
144 C 12.937 21.775 18.172
145 C 15.236 22.615 18.215
146 C 14.559 21.016 16.448
147 C 13.544 20.038 15.913
148 O 12.446 20.847 15.461
149 H 14.004 19.512 18.702
150 H 14.704 20.764 19.821
151 H 15.700 19.942 18.498
152 H 12.343 20.903 18.064
153 H 12.690 22.511 17.422
154 H 12.801 22.221 19.170
155 H 14.966 22.818 19.241
156 H 14.890 23.467 17.642
157 H 16.252 22.429 18.010
158 H 15.584 20.700 16.308
159 H 14.386 21.921 15.843
160 H 13.174 19.344 16.654
161 H 14.086 19.512 15.092
162 H 11.796 20.270 15.059
163 C 27.604 18.041 14.409
164 N 28.702 17.470 15.277
165 C 28.181 16.205 15.806
166 C 29.911 17.370 14.426
167 C 28.983 18.466 16.473
168 C 30.365 18.297 17.089
169 O 30.455 16.973 17.596
170 H 26.774 18.367 15.103
171 H 27.278 17.281 13.690
172 H 27.820 19.014 13.926
173 H 28.974 15.667 16.303
174 H 27.872 15.524 14.979
175 H 27.278 16.356 16.427
176 H 30.306 18.393 14.320
177 H 29.563 17.058 13.415
178 H 30.620 16.710 14.916
179 H 28.173 18.245 17.151
180 H 28.949 19.481 16.027
181 H 30.533 18.965 17.958
182 H 31.164 18.464 16.368
183 H 31.251 16.816 18.061
184 C 14.584 13.464 12.897
185 N 13.097 13.630 12.923
186 C 12.805 15.018 13.357
187 C 12.535 13.429 11.509
188 C 12.442 12.732 13.957
189 C 12.587 11.242 13.837
190 O 13.945 10.947 14.094
191 H 15.092 14.256 12.359
192 H 14.761 12.573 12.290
193 H 14.906 13.385 13.936
194 H 12.939 15.739 12.558
195 H 13.419 15.264 14.245
196 H 11.790 15.001 13.741
197 H 11.430 13.443 11.657
198 H 12.794 12.433 11.094
199 H 12.886 14.204 10.818
200 H 11.374 13.090 13.881
201 H 12.899 13.069 14.890
202 H 12.307 10.860 12.872
203 H 11.849 10.875 14.595
204 H 14.179 10.022 14.216
205 C 18.446 21.407 16.216
206 F 19.348 21.113 15.313
207 F 17.491 22.144 15.675
208 F 17.902 20.291 16.608
209 S 19.294 22.279 17.626
210 O 19.592 21.238 18.592
211 O 20.466 22.844 16.973
212 O 18.361 23.262 18.026
213 C 14.063 16.518 8.365
214 F 13.167 17.389 7.815
215 F 13.468 15.338 8.443
216 F 15.091 16.395 7.521
217 S 14.560 17.148 10.085
218 O 15.907 16.555 10.360
219 O 14.610 18.630 10.090
220 O 13.518 16.620 10.943
221 C 21.887 21.298 8.921
222 F 21.691 22.166 9.937
223 F 20.708 20.852 8.442
224 F 22.555 21.960 7.961
225 S 22.715 19.768 9.494
226 O 21.842 19.488 10.669
227 O 22.575 18.808 8.416
228 O 24.087 20.046 9.808
229 C 15.053 16.187 17.130
230 F 15.163 16.417 18.440
231 F 15.140 14.841 16.903
232 F 13.863 16.597 16.644
233 S 16.412 17.041 16.249
234 O 16.356 16.397 14.961
235 O 16.129 18.456 16.285
236 O 17.577 16.661 17.071
237 C 24.287 16.735 16.989
238 F 23.115 16.981 16.458
239 F 24.096 16.107 18.188
240 F 24.990 15.965 16.195
241 S 25.260 18.238 17.476
242 O 26.438 17.582 17.992
243 O 25.452 19.025 16.273
244 O 24.532 18.928 18.544

(7)
DFT (the ωB97M-V functional and the def2-TZVPD basis) results for a structure of composition C21H9BCl6F4O6Zn.

**Max |F|**: 1.0 eV/A
**Net charge**: -2
**DFT total energy**: -169317.61903 eV

Cartesian coordinates (Å):
1 Zn -0.734 0.440 -0.139
2 Cl -2.645 0.410 -3.093
3 C -2.484 -1.108 -2.277
4 C -1.638 -1.232 -1.166
5 C -1.614 -2.526 -0.625
6 Cl -0.594 -2.883 0.722
7 C -2.366 -3.598 -1.117
8 Cl -2.297 -5.155 -0.371
9 C -3.190 -3.410 -2.215
10 Cl -4.132 -4.717 -2.838
11 C -3.244 -2.156 -2.803
12 Cl -4.268 -1.917 -4.176
13 Cl -1.551 1.699 7.007
14 C -1.680 1.355 5.293
15 C -2.894 1.622 4.640
16 C -3.027 1.342 3.310
17 C -1.964 0.761 2.538
18 O -2.159 0.437 1.330
19 C -0.725 0.545 3.237
20 C 0.432 0.032 2.559
21 O 0.545 -0.272 1.378
22 C -0.618 0.842 4.605
23 H -3.717 2.049 5.200
24 H -3.952 1.546 2.784
25 H 1.313 -0.123 3.211
26 H 0.324 0.662 5.110
27 O -1.394 2.240 -0.814
28 C -0.544 2.190 -1.743
29 O 0.303 1.272 -1.847
30 C -0.652 3.218 -2.844
31 C -1.548 4.269 -2.710
32 C -1.799 5.150 -3.763
33 C -1.134 4.910 -4.939
34 O -1.228 5.600 -6.136
35 C -0.456 4.854 -7.062
36 O 0.270 3.863 -6.365
37 C -0.236 3.867 -5.072
38 C 0.037 3.006 -4.041
39 H -2.061 4.374 -1.764
40 H -2.492 5.975 -3.668
41 H 0.239 5.522 -7.581
42 H -1.123 4.379 -7.798
43 H 0.741 2.191 -4.125
44 F 2.101 3.594 2.357
45 B 1.903 3.243 0.998
46 F 3.082 2.664 0.494
47 F 1.574 4.390 0.251
48 F 0.835 2.309 0.925

DFT total energy of number 3 (C26H29I2N4O3S2Se2Ti)? -231219.58293 eV

What is the DFT total energy in the sixth record? -211200.22886 eV

What is the formula in the third record? C26H29I2N4O3S2Se2Ti